No. 1
74
Properties=species:S:1:pos:R:3:forces:R:3:mulliken_charge:R:1 method="wB97M-V/def2-TZVPD" smiles="CCO[C@@H]1COS(=O)(=O)O1.O=C1C=C(O)C(=O)C=C1O.O=C1C=C(O)C(=O)C=C1O.O=C1C=C(O)C(=O)C=C1O.O=C1C=C(O)C(=O)C=C1O" homo_ha=-0.3535 multiplicity=1 energy_ha=-3059.3773 orbital_gap_ha=0.277
H 0.759399 3.105931 -3.029342 0.0620 0.0076 0.0369 0.4201
H 9.056877 6.472754 0.086207 -0.3840 0.0375 -0.1247 0.3474
C -1.511616 -2.299389 0.897845 1.9691 -0.6826 -0.5542 0.3341
O 2.049601 -0.325206 1.106118 -0.4729 -1.0513 1.8326 -0.7228
C -8.945749 -6.800163 -2.544088 0.4970 1.0117 -0.0964 0.8687
O 3.039612 1.909530 5.154172 -0.3755 -0.9288 -0.2211 -0.6021
O 4.038667 5.858767 -1.763617 -0.5628 -0.5600 -0.1533 -0.5573
C 2.572187 0.842083 3.096275 0.0101 0.1780 0.2557 -0.5586
H -1.291522 -4.553492 0.469541 -0.3192 1.3366 2.1364 0.2512
H -7.552236 -5.887655 -1.123831 -0.0225 -0.0831 -0.0355 0.6573
O 1.484156 1.219259 -1.360455 0.6024 0.7901 0.0363 -0.5646
S -4.605091 -3.934804 -0.328950 -0.7906 -2.1616 -3.9804 1.0275
H 1.668654 -1.208680 0.909000 0.1769 0.3693 -0.0773 0.3595
C -4.586354 -3.273067 2.177571 0.7008 2.5248 -0.8945 -0.3988
O -6.072022 -4.317607 -0.662065 5.7367 2.1884 1.1817 -0.5535
C -9.799411 -9.034801 -1.962474 0.1219 -0.1608 0.3108 -0.9351
C -8.145330 -6.774128 -1.310178 -0.1242 0.1831 -0.2944 -0.7952
H 2.611763 0.688983 6.917403 -0.1527 -0.3458 -0.0677 0.3486
C -1.262657 -3.836543 1.408899 1.3922 -0.1249 -0.1448 -0.7946
C 8.201174 9.698677 -3.018406 0.5057 1.4098 -1.1612 0.4189
C 2.099974 -0.246471 2.485777 0.2428 0.5433 -1.2723 0.4041
C 9.338137 9.357388 -2.408849 0.1787 -0.2070 0.2413 -0.9064
O -4.464978 -4.459439 1.293968 0.0323 2.0749 -0.7454 -0.2788
O -8.940970 -5.872836 -3.346708 -0.2581 -0.8512 0.3862 -0.6231
O -3.494846 -4.375474 -1.340741 -4.4179 1.3280 4.6905 -0.5239
H -0.145753 -3.894161 1.826921 -2.6648 0.0807 -0.9249 0.3817
H -0.498069 -1.701889 1.084359 -2.5536 -1.1002 -0.2161 -0.3382
C -9.786756 -8.000399 -2.805383 -1.2050 -0.5264 -1.3707 0.3962
O 3.601842 1.643018 0.333419 -0.8683 1.3251 -1.8266 -0.5147
H 4.718128 4.001032 -0.044013 -0.0259 -0.0098 -0.0451 0.4972
H -5.682790 -2.851886 2.363966 2.0414 -1.7134 -0.6027 0.3384
C 6.949859 7.902734 -1.736374 -0.2074 0.2246 -0.2180 -0.8455
O 10.388148 7.947556 -0.826865 -0.8674 0.0098 -0.2704 -0.6159
C 2.268391 4.495750 -2.501380 -0.9387 0.9729 -1.3573 0.3174
O 1.866068 5.470730 -3.395624 1.1331 -0.8217 1.4324 -0.5812
O 1.163471 -2.396465 2.673931 0.5945 0.8920 0.1936 -0.5827
H 10.275582 9.856617 -2.619294 -0.0610 -0.0314 0.0236 0.4050
H -10.372685 -7.149464 -4.396202 -0.0489 -0.3424 0.1907 0.3514
C 2.159960 -0.264681 5.341259 -0.0884 -0.3821 1.9457 0.3400
O -8.959372 -9.960403 0.045128 0.1578 0.7541 -0.3326 -0.6232
H -7.591629 -8.648809 1.136354 0.0730 0.3506 -0.2090 0.3483
H 1.340758 -2.217346 5.282853 0.0149 0.0561 -0.0461 0.4452
O -10.556110 -8.007176 -3.954402 1.2614 0.7139 1.2918 -0.5632
H -4.606975 -1.139810 1.606218 1.7558 -1.6972 -0.9410 0.2541
C 3.868253 3.767549 -0.672453 0.0176 0.4560 -0.2288 -0.8588
C 1.609002 -1.417362 3.263013 -0.3279 -0.8501 0.3217 0.8174
C 3.450855 4.789444 -1.645134 0.8155 0.3931 0.5138 0.8659
H 6.015734 7.393317 -1.537267 0.0038 -0.0096 -0.0221 0.5406
H -10.404309 -9.914517 -2.141178 0.0419 0.0443 0.0104 0.4054
O -2.571961 -1.567345 1.607199 -1.2772 -2.3360 -2.4495 -0.3396
C -8.980417 -9.019336 -0.740340 -0.3956 -0.8845 0.1203 0.8396
C 2.625467 0.917597 4.564627 0.4180 0.9978 -0.0838 0.6913
H -1.951466 -4.189478 2.286254 1.1331 0.7157 -1.9137 0.1634
O 8.122687 6.525146 -0.212198 0.7444 1.4256 -1.0446 -0.5452
H -1.641065 -2.328639 -0.276936 -0.2166 0.2853 2.4542 0.3330
O 8.171356 10.714264 -3.956390 -0.7311 -1.4289 1.1244 -0.5612
C 1.684549 -1.351800 4.730622 -0.1123 -0.1977 -0.4003 -1.0299
O -7.412823 -7.788642 0.697698 -1.2013 -0.7636 -1.2399 -0.5322
C 3.216592 2.606728 -0.580386 1.0554 -0.9645 1.4466 0.4984
C 6.920670 9.002284 -2.713480 -1.0200 -0.3213 0.0124 0.8893
H 2.976732 0.896611 0.204518 0.1423 0.0075 0.1596 0.2328
C 8.087584 7.559321 -1.129502 -0.4982 -1.3528 1.0438 0.3074
O -4.282305 -2.237407 -0.163921 0.1493 -3.1449 2.4985 -0.2692
H 2.930223 1.701276 2.543704 -0.0064 -0.0816 0.0694 0.5791
C 2.051524 2.302396 -1.455676 -0.9089 -0.6304 -0.4546 0.9722
H 2.494861 6.214594 -3.270873 -0.2480 -0.2799 -0.0718 0.3446
C 9.362120 8.273929 -1.414152 1.0388 0.2371 0.0550 0.8505
O 5.888455 9.350700 -3.275753 0.8785 -0.0065 0.2028 -0.6218
C -3.917841 -2.049897 1.256702 -1.9767 3.0148 2.7916 0.0045
C 1.618987 3.333456 -2.411556 -0.0302 -0.3169 0.1686 -0.9942
C -8.160508 -7.806991 -0.465380 1.0720 0.5128 1.2521 0.2722
O 2.236475 -0.196778 6.720264 0.1853 0.6240 -1.9483 -0.5694
H -4.024992 -3.289567 3.220279 -0.9673 -0.6995 -2.5226 0.3307
H 7.236073 10.770579 -4.250249 0.3708 -0.0265 0.1321 0.3500

=====

No. 2
14
Properties=species:S:1:pos:R:3:forces:R:3:mulliken_charge:R:1 method="wB97M-V/def2-TZVPD" homo_ha=-0.3175 multiplicity=1 relative_energy_kcal_mol=18.1 energy_ha=-320.8544 orbital_gap_ha=0.352
H -2.360069 -0.282460 -1.059942 -0.0152 0.1509 0.3112 0.2542
C -0.641972 -1.210031 0.740873 -0.4712 0.6680 -0.3958 0.1432
N 2.110028 0.140279 0.592226 -0.0134 -0.0851 0.2472 -0.4845
H -2.907571 0.232813 0.434353 0.4880 -0.0473 -0.5379 0.2646
N -2.190598 0.363021 -0.289407 -0.6113 0.0426 0.1144 -0.6530
C -0.855108 0.204819 0.235447 0.3027 -0.5688 0.5088 0.2128
C 1.495579 0.477573 -0.592016 -0.2245 -0.0102 -0.2803 -0.0975
H 2.175569 0.747151 -1.389040 0.0020 0.0192 -0.0402 0.3483
N -0.648012 -2.322065 1.021620 0.2470 -0.2879 0.2410 -0.4587
H -0.748095 0.862167 1.110100 -0.0080 -0.0561 -0.1465 0.2745
C 0.178636 0.531258 -0.805981 0.1486 0.0470 0.1071 -0.5916
H 3.053733 -0.204122 0.511966 -0.1056 0.0196 0.0768 0.2455
H 1.546711 -0.384417 1.248601 0.2460 -0.0047 -0.0362 0.2161
H -0.208833 0.844014 -1.758799 0.0149 0.1128 -0.1697 0.3261

=====

No. 3
10
Properties=species:S:1:pos:R:3:forces:R:3:mulliken_charge:R:1 method="wB97M-V/def2-TZVPD" homo_ha=0.4448 multiplicity=1 energy_ha=-4154.9292 total_charge=-7 orbital_gap_ha=0.075
Cl -2.114499 2.152235 3.489950 -0.7747 0.3351 0.8606 -1.0307
Cl 2.825732 -0.011194 -0.814258 0.9548 -0.3135 0.1792 -0.8254
Cl 1.154032 1.277326 2.021490 0.4148 0.0983 0.6619 -0.8178
Be -2.164301 -1.133785 0.979424 3.8313 1.2943 -0.5669 0.2397
Cl 0.825094 0.898465 -3.845865 0.0267 0.2135 -1.5048 -1.0640
Cl -0.829304 -1.624071 -2.229297 -1.1243 -0.6182 0.0224 -0.7633
Cl -1.651335 1.152221 -0.438689 -1.3351 -1.7755 1.4517 -0.3193
Cl 0.678965 -3.903876 -0.240382 0.3466 -1.6118 0.0633 -1.0506
Cl -0.452506 -2.079383 2.323865 -2.7381 0.8663 -0.9690 -0.2911
Cl 1.728122 3.272062 -1.246238 0.3981 1.5114 -0.1983 -1.0776